1.
A 23-piece molecular cluster, C6H49FNO22 overall, computed with ωB97M-V/def2-TZVPD.

XYZ file:
```
79
C6H49FNO22 (ωB97M-V/def2-TZVPD)
F 0.424 -1.673 -0.160
O -0.849 3.278 1.685
O -8.431 -1.311 -2.116
O -5.894 3.203 -2.181
O 1.376 -0.920 -6.582
O 8.057 -5.929 5.403
O 0.285 0.372 2.449
O 2.494 0.533 4.365
O -6.021 -0.390 -3.510
O -0.694 9.161 -0.959
O -0.493 -0.652 -4.423
O 4.786 -4.616 -2.518
O -0.597 5.993 -0.236
O 4.306 -1.640 5.528
O 0.190 -2.743 2.665
O 3.244 -1.313 0.707
O 5.188 -5.550 0.504
O 3.528 -3.524 2.520
O -3.432 8.859 0.660
O -2.946 4.267 -1.294
O 6.970 -3.110 5.421
O -6.035 -3.225 -3.156
O 4.594 1.386 0.779
N -1.304 0.890 -2.033
C -3.440 -0.631 -1.100
C -1.057 -0.298 -1.387
C -2.565 1.277 -2.193
C 0.286 -0.708 -1.267
C -2.159 -1.094 -0.925
C -3.680 0.592 -1.733
H 3.969 -1.061 4.834
H 0.027 -0.029 1.604
H -1.961 -2.039 -0.444
H 4.847 -5.557 -2.710
H -8.127 -1.970 -1.486
H -7.618 -0.862 -2.401
H 4.447 1.383 1.729
H -4.954 3.424 -2.112
H -4.676 0.976 -1.876
H 3.455 -2.243 0.848
H 3.931 -3.987 3.262
H 5.155 -5.074 -0.335
H 9.009 -5.855 5.280
H -6.993 -3.326 -3.186
H 4.187 -4.262 -3.182
H -5.969 2.722 -3.011
H 1.246 0.452 2.397
H -0.420 2.463 1.979
H -0.226 5.542 0.533
H -4.271 -1.226 -0.740
H -0.749 0.051 -3.804
H 7.722 -6.251 4.558
H -6.611 -0.334 -4.269
H -1.433 6.347 0.093
H -5.677 -4.081 -2.908
H -2.106 4.727 -1.420
H -0.555 8.203 -0.975
H 0.060 -2.338 1.796
H -5.782 -1.327 -3.459
H 2.279 -1.311 0.705
H -0.857 -1.442 -4.013
H -2.643 9.049 0.134
H -2.728 2.211 -2.715
H -4.013 9.610 0.518
H 4.371 0.481 0.520
H -1.510 3.465 2.360
H 0.729 -0.818 -5.860
H 2.713 -3.151 2.884
H 5.264 -1.610 5.425
H 1.994 -0.179 4.781
H -1.236 9.333 -1.736
H 4.470 -5.144 1.004
H -2.679 3.455 -0.845
H 2.273 1.313 4.882
H 0.838 -0.980 -7.375
H -0.468 -2.303 3.212
H 6.788 -3.120 6.366
H 0.923 0.136 -1.020
H 7.430 -3.945 5.266
```

2S+1 ... 1
Calculated total energy ... -56271.7598 eV
HOMO-LUMO gap ... 5.1 eV
Charge ... -1
Molar mass ... 506.44 g/mol

***

2.
C6H4BBr2F18O9P3V as an isolated structure, computed with ωB97M-V/def2-TZVPD.

XYZ file:
```
44
C6H4BBr2F18O9P3V (ωB97M-V/def2-TZVPD)
Br 3.137 -3.586 4.355
Br 3.827 -0.912 1.978
V 1.471 0.231 -0.802
P 1.013 0.948 3.387
P 1.041 3.183 -1.733
P 0.663 -2.297 -1.788
F -0.541 3.193 -1.591
F 1.819 -0.280 3.975
F 0.806 -1.759 -0.236
F 0.800 1.554 4.906
F 0.955 1.607 -2.301
F 2.641 3.112 -1.969
F 1.331 -3.664 -1.359
F 0.954 3.825 -3.209
F -0.831 -2.741 -1.639
F 1.300 2.429 -0.326
F 2.349 1.789 3.167
F 0.199 -0.735 -2.114
F 0.129 2.238 2.888
F 1.051 0.393 1.834
F 1.036 4.630 -1.061
F 2.181 -1.652 -1.951
F -0.455 0.228 3.570
F 0.584 -2.610 -3.343
O -4.203 1.016 0.210
O -4.386 1.897 -1.991
O -0.760 0.634 0.024
O -6.489 -0.574 -3.175
O -4.840 -0.396 -1.657
O -2.837 1.401 1.968
O 2.938 0.414 -0.363
O -5.925 2.316 -3.572
O -2.539 0.452 -1.323
C -5.659 0.066 -2.606
C 3.898 -3.715 2.560
C -3.046 1.068 0.850
C -1.947 0.705 -0.180
C -5.283 1.559 -2.902
C 3.198 -2.743 1.634
B -3.983 0.713 -1.236
H 2.117 -2.811 1.690
H 3.853 -4.741 2.201
H 3.481 -2.933 0.599
H 4.951 -3.453 2.632
```

2S+1 ... 2
Calculated total energy ... -267972.4989 eV
HOMO-LUMO gap (alpha / beta) ... 7.9 / 8.5 eV
⟨S²⟩ ... 0.78
Energy above the lowest of the compared OMol25 structures with the same formula, charge and spin ... 20.63 kcal per mole
Charge ... -2
Molar mass ... 876.54 g/mol